Entry 1:
72
Properties=species:S:1:pos:R:3:lowdin_charge:R:1 method="wB97M-V/def2-TZVPD" spin_multiplicity=4 e_homo_ev="-5.7 / -8.0" homo_lumo_gap_ev="5.608 / 7.664" lumo_energy_ev="-0.088 / -0.382"
Co -2.279 2.355 1.112 0.15
C 2.300 -5.332 0.256 -0.10
C 2.831 -4.146 0.576 -0.12
C 3.756 -3.252 -0.207 -0.19
C 3.863 -3.500 -1.728 -0.20
C 2.542 -3.361 -2.445 -0.11
C 1.573 -4.271 -2.603 -0.11
C 1.497 -5.701 -2.135 -0.19
C 2.467 -6.132 -1.013 -0.20
C -3.900 3.355 0.204 -0.29
H 1.630 -5.778 0.992 0.10
H 2.564 -3.745 1.555 0.08
H 4.764 -3.307 0.233 0.11
H 3.427 -2.216 -0.048 0.10
H 4.558 -2.756 -2.134 0.11
H 4.320 -4.473 -1.917 0.10
H 2.350 -2.372 -2.861 0.09
H 0.690 -3.946 -3.155 0.10
H 1.635 -6.369 -2.999 0.11
H 0.469 -5.881 -1.791 0.11
H 2.262 -7.186 -0.789 0.11
H 3.497 -6.097 -1.375 0.09
H -4.851 3.160 0.734 0.05
H -4.016 3.052 -0.857 0.05
H -3.692 4.445 0.233 0.06
P -1.182 2.047 -0.894 1.00
P -0.433 1.300 2.011 0.97
N -1.965 1.089 -2.110 -0.25
N -0.705 3.406 -1.888 -0.24
N -0.581 -0.423 2.205 -0.24
N 0.278 1.824 3.507 -0.26
C 0.443 1.158 -0.620 -0.35
C 0.972 1.431 0.798 -0.34
C -3.146 0.378 -1.871 -0.14
C -3.387 -0.425 -2.967 -0.09
C -2.325 -0.207 -3.907 -0.09
C -1.459 0.719 -3.360 -0.13
C -1.597 4.393 -2.313 -0.13
C -0.861 5.463 -2.783 -0.09
C 0.526 5.143 -2.618 -0.09
C 0.597 3.883 -2.056 -0.14
C -1.805 -1.025 2.520 -0.14
C -1.602 -2.387 2.618 -0.09
C -0.216 -2.639 2.356 -0.08
C 0.392 -1.424 2.107 -0.15
C 1.270 1.199 4.267 -0.13
C 1.660 2.076 5.260 -0.09
C 0.898 3.281 5.103 -0.09
C 0.056 3.105 4.023 -0.14
H 1.179 1.419 -1.404 0.07
H 0.194 0.085 -0.737 0.09
H 1.812 0.761 1.056 0.08
H 1.334 2.472 0.903 0.09
H -3.686 0.526 -0.932 0.10
H -4.242 -1.092 -3.092 0.10
H -2.217 -0.672 -4.890 0.10
H -0.546 1.178 -3.743 0.11
H -2.673 4.223 -2.252 0.10
H -1.274 6.377 -3.215 0.10
H 1.379 5.764 -2.896 0.10
H 1.459 3.282 -1.762 0.09
H -2.696 -0.405 2.631 0.10
H -2.371 -3.130 2.845 0.10
H 0.282 -3.612 2.344 0.09
H 1.427 -1.184 1.863 0.10
H 1.573 0.174 4.051 0.10
H 2.403 1.869 6.035 0.10
H 0.950 4.174 5.730 0.10
H -0.694 3.751 3.564 0.10
Se -5.618 5.805 2.742 0.61
C -4.463 4.611 2.178 -0.81
N -3.596 3.716 1.755 -0.22

Entry 2:
81
Properties=species:S:1:pos:R:3:lowdin_charge:R:1 method="wB97M-V/def2-TZVPD" spin_multiplicity=4 e_homo_ev="-11.9 / -13.0" total_charge=+2 homo_lumo_gap_ev="6.543 / 7.545" de_lowest_kj_mol=105.91 lumo_energy_ev="-5.344 / -5.441"
V -0.259 -0.331 -0.225 0.67
C -4.847 -0.445 -3.164 -0.01
N -3.596 -0.943 -2.611 -0.11
C -2.972 -2.122 -2.899 -0.03
C -1.844 -2.164 -2.128 -0.14
N -1.778 -1.030 -1.367 -0.05
C -2.848 -0.308 -1.676 -0.43
P -3.184 1.333 -0.948 1.21
C -1.544 2.019 -1.358 -0.42
N -0.388 1.411 -1.092 -0.07
C 0.597 2.268 -1.491 -0.13
C 0.033 3.404 -1.991 -0.02
N -1.318 3.240 -1.902 -0.11
C -2.322 4.214 -2.297 -0.01
C -2.744 0.831 0.752 -0.44
N -1.615 0.195 1.057 -0.06
C -1.640 -0.026 2.405 -0.08
C -2.793 0.492 2.920 -0.02
N -3.484 1.028 1.872 -0.12
C -4.752 1.733 1.954 -0.01
H -5.267 -1.183 -3.840 0.10
H -5.561 -0.257 -2.364 0.09
H -4.680 0.482 -3.710 0.10
H -3.356 -2.824 -3.620 0.13
H -1.084 -2.926 -2.084 0.12
H 1.640 2.024 -1.395 0.11
H 0.479 4.297 -2.395 0.14
H -1.922 4.845 -3.085 0.10
H -3.209 3.704 -2.663 0.08
H -2.603 4.845 -1.453 0.10
H -0.841 -0.540 2.912 0.12
H -3.164 0.525 3.931 0.14
H -5.259 1.460 2.875 0.10
H -4.597 2.812 1.950 0.09
H -5.384 1.465 1.110 0.08
O -2.334 7.482 4.130 0.14
C -1.130 6.966 4.422 -0.48
O -0.411 7.511 5.204 0.15
C -0.730 5.685 3.738 -0.11
C -1.579 4.876 2.992 -0.02
C -1.099 3.721 2.399 -0.01
C 0.232 3.330 2.543 -0.24
C 1.080 4.148 3.299 0.01
C 0.603 5.302 3.885 0.01
N 0.627 2.158 1.877 0.13
C 1.722 1.589 2.155 -0.08
C 2.246 0.426 1.431 -0.19
C 3.496 -0.051 1.832 0.01
C 4.085 -1.108 1.171 -0.02
C 3.422 -1.661 0.084 -0.02
C 2.189 -1.154 -0.262 -0.15
N 1.578 -0.155 0.401 -0.01
H -2.815 6.991 3.459 0.09
H -2.629 5.116 2.868 0.11
H -1.756 3.092 1.813 0.09
H 2.125 3.897 3.420 0.11
H 1.248 5.945 4.467 0.13
H 2.373 1.932 2.962 0.12
H 3.990 0.418 2.672 0.12
H 5.044 -1.494 1.489 0.12
H 3.857 -2.474 -0.480 0.12
H 1.644 -1.567 -1.108 0.06
C -2.075 -5.377 1.158 -0.06
N -1.654 -4.037 0.781 0.04
C -0.473 -3.475 1.095 -0.57
N 0.411 -4.226 1.785 0.21
O -0.194 -2.308 0.763 -0.06
H -3.068 -5.555 0.758 0.09
H -2.121 -5.492 2.242 0.09
H -1.405 -6.131 0.742 0.09
H -2.301 -3.442 0.295 0.13
H 0.213 -5.161 2.091 0.10
H 1.276 -3.800 2.062 0.12
N 1.610 -1.936 -5.548 0.10
C 1.994 -1.140 -4.540 -0.93
N 3.311 -0.920 -4.403 0.10
S 0.867 -0.477 -3.485 0.66
H 2.249 -2.252 -6.259 0.12
H 0.626 -2.048 -5.709 0.10
H 3.967 -1.204 -5.114 0.12
H 3.611 -0.223 -3.746 0.10